*P*
# C2H12N2O4

4 unconnected molecules or ions with the total composition C2H12N2O4 (wB97M-V/def2-TZVPD, OMol25).

For the LUMO energy, the calculation gives 0.5 eV. The calculation puts the orbital gap at 10.37 eV.

Each atom is followed by the atoms it is bonded to, with distances in Å.
Positions of all 20 atoms, in Å:
1 C -1.28495 0.47367 2.04113  N2 1.466, H6 1.151, H7 1.081, H8 1.073
2 N -1.06399 -0.71994 1.21953  C1 1.466, C3 1.406, H9 1.010
3 C 0.27088 -1.00657 0.88533  N2 1.406, N4 1.372, O5 1.214
4 N 0.38803 -2.10519 0.07272  C3 1.372, H10 1.005, H11 1.006
5 O 1.22613 -0.41644 1.34809  C3 1.214
6 H -1.20766 0.19181 3.15481  C1 1.151
7 H -2.26324 0.90449 1.88043  C1 1.081
8 H -0.41831 1.10455 2.00466  C1 1.073
9 H -1.56056 -1.49789 1.62880  N2 1.010
10 H -0.44760 -2.59023 -0.20284  N4 1.005
11 H 1.04813 -2.10921 -0.68659  N4 1.006
12 O 3.16549 0.22515 -0.51797  H13 0.965, H14 0.965
13 H 2.91082 -0.69044 -0.35168  O12 0.965
14 H 2.36032 0.71604 -0.31402  O12 0.965
15 O 0.72300 0.88871 -1.94693  H16 0.969, H17 0.969
16 H 1.65227 1.00179 -2.19904  O15 0.969
17 H 0.35087 1.64468 -2.42548  O15 0.969
18 O -1.95196 1.44364 -2.30226  H19 0.972, H20 0.974
19 H -2.44402 1.74399 -1.51905  O18 0.972
20 H -1.45365 0.79737 -1.76965  O18 0.974

***

*Q*
# C2H12N2O4

4 unconnected molecules or ions with the total composition C2H12N2O4 (wB97M-V/def2-TZVPD, OMol25).

For the LUMO energy, the calculation gives -4.4 eV. The calculation puts the orbital gap at 5.36 eV.

Each atom is followed by the atoms it is bonded to, with distances in Å.
Positions of all 20 atoms, in Å:
1 N -0.06349 -1.48039 -1.40578  C2 1.426, H6 1.013, H7 1.028
2 C 0.98995 -0.80050 -0.72710  N1 1.426, C3 1.576, H8 1.093, H9 1.098
3 C 0.65156 0.62289 -0.14116  C2 1.576, N4 1.438, O5 1.300, H15 1.151
4 N -0.26705 1.32782 -0.99431  C3 1.438, H10 1.027, H11 1.017
5 O 1.75948 1.26210 0.08984  C3 1.300
6 H -0.62263 -0.87992 -2.00048  N1 1.013
7 H -0.70588 -1.74773 -0.64970  N1 1.028
8 H 1.44605 -1.47201 0.00497  C2 1.093
9 H 1.74783 -0.51839 -1.46946  C2 1.098
10 H -1.17353 1.41827 -0.51949  N4 1.027
11 H 0.06358 2.27190 -1.17818  N4 1.017
12 H 2.65655 0.33577 1.05100  O14 0.997
13 H 3.19362 0.27065 2.48002  O14 0.966
14 O 2.88036 -0.31128 1.77583  H12 0.997, H13 0.966
15 H 0.11635 0.52997 0.87397  C3 1.151
16 H -1.86705 -1.29590 1.74527  O17 0.959
17 O -1.51120 -0.74581 1.04445  H16 0.959
18 H -2.36359 0.11537 0.25226  O20 1.034
19 H -3.89450 0.36925 0.00719  O20 0.962
20 O -3.03639 0.72795 -0.23913  H18 1.034, H19 0.962

***

Looking at the structures above, which would you pick as the most stable? I would pick *P*.